51
Properties=species:S:1:pos:R:3:forces:R:3 method="wB97M-V/def2-TZVPD" multiplicity=1 e_lumo_ev=0.50 smiles="CC(C)CNC(=O)NC(=O)CSc1nc2ccccc2n1CC(C)C" energy_ev=-39981.161 e_above_lowest_kj_mol=0.0 e_homo_ev=-8.357 orbital_gap_ev=8.86
S 0.12393 -3.57600 0.16200 -0.090 -0.429 -0.015
O 0.78177 -1.35363 3.19228 0.189 -0.031 0.206
O -2.34218 0.02770 0.84978 -0.414 0.136 -0.328
N -0.69375 0.73200 2.25369 0.431 0.289 0.309
N -1.09104 -1.52895 1.91372 -0.533 0.036 -0.030
N 1.48458 -1.27024 0.31450 0.231 -0.472 -0.010
N -0.00656 -1.30676 -1.36000 0.194 0.055 0.249
C 0.54710 -0.04690 -1.35597 0.487 0.393 0.397
C 2.20639 1.10363 0.01004 -0.070 -0.029 -0.084
C 1.97937 2.22086 -0.76596 0.167 0.115 0.093
C 1.03603 2.90664 3.48770 -0.304 -0.030 0.071
C -1.56026 -3.39230 -4.11044 0.223 0.011 0.226
C 0.32858 1.08061 -2.13008 -0.121 -0.024 -0.139
C -0.82536 4.45950 2.84848 -0.006 -0.287 0.108
C 0.09738 -1.97806 2.41559 -0.088 -0.161 0.346
C 1.05778 2.20975 -1.81526 -0.072 0.052 -0.105
C -0.44855 3.01010 3.14520 0.057 0.060 -0.239
C 1.48029 -0.04167 -0.29159 -0.463 0.130 -0.565
C 0.49098 -1.94685 -4.24903 0.015 -0.208 0.254
C 0.48723 -3.36849 1.93871 0.238 0.014 -0.353
C -1.01718 -1.83300 -2.23293 -0.170 -0.449 -0.345
C 0.60312 -1.97129 -0.34057 0.335 -0.028 0.219
C -0.42807 -2.73964 -3.32418 -0.173 0.246 -0.113
C -1.43693 -0.17922 1.62718 0.227 -0.511 0.256
C -0.78868 2.13830 1.93484 -0.283 0.189 0.008
H 0.91089 3.11003 -2.39301 -0.023 0.064 -0.053
H -2.19121 -3.98689 -3.45431 -0.139 -0.089 0.026
H -1.54662 -0.99014 -2.68170 -0.047 -0.050 0.042
H -1.63552 -2.17924 1.35631 0.185 0.246 0.016
H -0.11086 2.37990 1.10525 -0.091 0.056 0.018
H -1.03690 2.65776 3.99885 -0.013 -0.019 -0.043
H 1.31641 1.88644 3.73783 0.144 -0.121 0.064
H 2.91155 1.10267 0.82524 0.104 0.008 0.112
H -1.72699 -2.40764 -1.62825 -0.023 0.162 -0.043
H -0.58872 5.09540 3.69789 0.029 0.118 0.057
H -1.81334 2.31992 1.60033 0.125 0.045 0.009
H 1.29593 -1.47543 -3.68920 0.101 0.079 -0.012
H -0.38393 1.08386 -2.94020 -0.079 0.028 -0.101
H -1.15679 -4.04364 -4.88124 -0.014 -0.070 -0.105
H -0.27445 4.82178 1.98324 0.075 0.100 -0.127
H 0.10166 0.40448 2.79178 -0.194 -0.136 -0.049
H -0.08010 -4.14053 2.45973 -0.001 0.000 0.000
H 0.93425 -2.60338 -4.99360 0.063 -0.028 -0.105
H -0.06918 -1.17088 -4.76708 -0.072 0.116 -0.087
H 2.52464 3.13055 -0.56051 0.048 0.074 0.015
H 0.15582 -3.52360 -2.82769 -0.011 0.022 -0.003
H 1.55363 -3.51065 2.10896 -0.153 0.106 0.106
H 1.27040 3.53872 4.34107 0.094 0.032 0.097
H -1.88875 4.54650 2.63952 -0.119 0.066 -0.041
H -2.17646 -2.63420 -4.58915 -0.105 0.081 -0.090
H 1.63868 3.23215 2.64228 0.109 0.042 -0.120

---

55
Properties=species:S:1:pos:R:3:forces:R:3 method="wB97M-V/def2-TZVPD" multiplicity=1 e_lumo_ev=0.36 smiles="CN(CCCNC(=O)c1cnc(C2OCCO2)s1)C(=O)CCN1CCOCC1=O" energy_ev=-48169.148 e_above_lowest_kj_mol=0.0 e_homo_ev=-9.337 orbital_gap_ev=9.70
S 0.78738 0.09608 2.00911 -0.008 -0.002 -0.007
O 3.52750 1.90443 1.13148 -0.007 -0.002 -0.003
O 3.69082 0.21535 2.65052 0.001 0.000 0.001
O 2.26386 1.38574 -2.10149 0.002 -0.001 0.002
O -3.02073 0.78831 2.70722 0.017 -0.110 0.102
O -0.35732 3.57327 -1.14408 -0.001 0.001 0.000
O 1.18220 -1.75796 -1.00208 0.002 0.003 0.001
N 0.94470 2.42824 3.04857 -0.001 0.003 -0.017
N -2.07648 -0.56365 1.14237 0.084 -0.186 0.173
N -0.82857 -2.66493 -0.49273 -0.005 0.002 0.000
N 0.02311 0.98837 -2.12213 0.009 -0.001 0.001
C -1.31625 1.54711 -1.98675 0.001 0.004 0.003
C -0.55602 -1.38251 -2.58967 0.003 0.002 -0.002
C -0.27232 -3.32800 0.67995 0.002 0.003 0.000
C -2.03218 0.37117 2.13572 -0.052 0.208 -0.197
C 0.01504 -1.94322 -1.29717 -0.002 -0.011 -0.001
C 0.18785 -0.13180 -3.03742 0.000 -0.005 -0.001
C -3.21358 -1.44792 0.95849 -0.056 0.085 -0.082
C 1.13388 1.72167 -1.79946 -0.002 0.004 -0.004
C -0.38533 2.12384 2.95476 -0.001 -0.008 0.019
C 3.16514 1.50772 2.43419 0.001 -0.004 0.001
C 4.53022 -0.10045 1.53541 0.000 0.002 -0.003
C -1.35854 2.60829 -0.91064 0.001 0.003 0.001
C 3.90381 0.71413 0.42728 0.000 -0.002 0.006
C 1.66634 1.45670 2.58076 0.010 0.009 0.008
C -3.27251 -1.96964 -0.47215 0.004 0.001 -0.001
C -2.20863 -3.00947 -0.83963 0.000 0.003 0.004
C 0.91571 2.98415 -0.98213 -0.004 0.002 0.001
C -0.67496 0.91293 2.40425 0.005 0.006 -0.004
H 1.25277 -0.33555 -3.09659 0.000 -0.001 -0.001
H 1.10578 2.73478 0.07091 0.003 0.000 0.001
H 4.57678 1.00108 -0.37534 0.002 -0.002 0.000
H -1.64197 1.97090 -2.94473 -0.002 -0.003 -0.001
H -0.16840 0.15534 -4.03346 -0.003 0.004 0.002
H -1.21873 2.15277 0.07746 0.000 -0.001 0.000
H -0.22707 -4.40877 0.52502 0.003 -0.001 0.000
H 3.56620 2.24017 3.13914 -0.002 -0.001 0.002
H -2.27993 -3.24403 -1.90290 0.001 0.001 -0.001
H 1.66395 3.70699 -1.29567 0.003 -0.003 0.000
H -1.20377 -0.86830 0.74223 0.006 -0.002 0.002
H 3.03223 0.21422 -0.00171 -0.001 0.002 -0.001
H -4.24697 -2.43615 -0.63550 0.000 -0.002 0.001
H -1.62628 -1.20036 -2.51746 0.000 0.001 0.001
H -1.13182 2.82406 3.29881 0.000 0.002 -0.003
H 4.48520 -1.17515 1.37303 0.000 0.000 -0.001
H -2.42959 -3.93798 -0.30982 -0.002 0.000 -0.001
H -3.17776 -2.28200 1.67009 0.001 0.001 0.000
H -2.31980 3.11982 -0.92495 -0.002 -0.002 0.000
H -3.22356 -1.11290 -1.14842 0.000 0.002 -0.001
H -0.88903 -3.12945 1.55877 -0.002 0.000 -0.002
H -0.42876 -2.15146 -3.35841 0.000 -0.002 0.002
H -2.01448 0.75245 -1.71393 -0.004 -0.003 -0.005
H -4.10932 -0.87323 1.18781 -0.001 -0.001 0.000
H 0.73082 -2.95175 0.85310 0.000 -0.001 0.001
H 5.55938 0.20656 1.73997 0.000 0.001 0.001